(1)
100
Properties=species:S:1:pos:R:3:lowdin_charge:R:1 method="wB97M-V/def2-TZVPD" gap_ev=6.66 total_energy_ev=-80130.1726 total_charge=-1 lumo_ev=2.0 multiplicity=1 fmax_ha_per_bohr=0.0091
O -0.40 0.69 -2.14 -0.08
C -1.26 0.13 -3.09 -0.23
C -1.45 -1.39 -2.93 -0.18
O -0.35 -2.00 -2.28 -0.13
C 0.39 -2.92 -3.07 -0.27
O 1.68 -3.02 -2.59 -0.09
C 2.36 -1.77 -2.41 -0.11
C 2.49 -0.90 -3.66 -0.40
C 3.93 -0.79 -4.22 -0.27
O 4.04 0.42 -4.90 -0.39
P 2.64 1.51 -4.71 0.43
O 2.12 0.42 -3.36 -0.37
H 0.50 0.64 -2.49 0.05
H -2.24 0.60 -2.96 0.11
H -0.90 0.36 -4.10 0.12
H -2.34 -1.58 -2.32 0.10
H -1.63 -1.85 -3.91 0.12
H 0.35 -2.58 -4.11 0.12
H -0.04 -3.93 -3.00 0.14
H 3.34 -2.04 -2.01 0.13
H 1.82 -1.19 -1.65 0.12
H 1.84 -1.29 -4.46 0.12
H 4.64 -0.81 -3.37 0.08
H 4.16 -1.64 -4.88 0.12
H 3.12 2.31 -5.80 -0.06
H 3.40 2.26 -3.74 -0.03
H 1.49 2.36 -4.52 -0.06
H 1.88 0.65 -5.60 -0.01
F -4.48 -1.90 0.64 0.03
C -3.40 -2.65 0.98 -0.27
C -3.58 -3.70 1.86 -0.02
C -2.48 -4.46 2.22 -0.09
C -1.23 -4.17 1.68 -0.09
C -1.08 -3.11 0.80 -0.05
C -2.17 -2.34 0.44 0.00
H -4.57 -3.90 2.27 0.09
H -2.60 -5.28 2.91 0.10
H -0.37 -4.77 1.96 0.10
H -0.11 -2.88 0.37 0.11
H -2.07 -1.51 -0.24 0.10
F 1.38 0.77 2.37 0.05
C 0.09 1.15 2.35 -0.28
C -0.46 1.69 3.50 -0.03
C -1.79 2.07 3.49 -0.10
C -2.55 1.92 2.33 -0.09
C -1.97 1.38 1.19 -0.07
C -0.64 1.00 1.19 0.00
H 0.15 1.79 4.39 0.11
H -2.24 2.49 4.38 0.10
H -3.59 2.21 2.33 0.09
H -2.56 1.27 0.29 0.09
H -0.18 0.59 0.30 0.11
F 10.07 -1.14 -0.34 0.03
C 8.91 -0.57 -0.75 -0.29
C 8.49 -0.79 -2.05 -0.02
C 7.30 -0.20 -2.46 -0.07
C 6.56 0.59 -1.58 -0.07
C 7.01 0.79 -0.29 -0.08
C 8.20 0.21 0.14 -0.03
H 9.07 -1.41 -2.71 0.11
H 6.93 -0.36 -3.46 0.10
H 5.63 1.04 -1.92 0.11
H 6.45 1.40 0.40 0.10
H 8.57 0.35 1.15 0.11
F 6.54 4.66 0.97 0.06
C 7.39 4.24 1.92 -0.29
C 7.01 4.36 3.25 -0.02
C 7.89 3.92 4.22 -0.09
C 9.12 3.38 3.88 -0.10
C 9.47 3.27 2.54 -0.09
C 8.60 3.70 1.54 -0.02
H 6.04 4.78 3.49 0.12
H 7.61 4.01 5.27 0.10
H 9.80 3.04 4.64 0.10
H 10.42 2.84 2.26 0.10
H 8.84 3.61 0.49 0.12
F -4.13 2.57 -0.98 0.06
C -5.36 2.68 -0.45 -0.29
C -5.98 3.92 -0.46 -0.01
C -7.24 4.03 0.10 -0.09
C -7.86 2.92 0.67 -0.10
C -7.21 1.69 0.67 -0.08
C -5.95 1.56 0.11 -0.01
H -5.48 4.76 -0.90 0.12
H -7.75 4.99 0.10 0.10
H -8.84 3.01 1.11 0.10
H -7.68 0.83 1.13 0.09
H -5.42 0.62 0.11 0.11
F -10.96 -1.83 1.96 0.05
C -9.89 -2.57 2.33 -0.29
C -10.09 -3.60 3.23 -0.02
C -8.99 -4.35 3.61 -0.09
C -7.73 -4.08 3.10 -0.09
C -7.56 -3.03 2.20 -0.07
C -8.65 -2.27 1.80 -0.01
H -11.08 -3.79 3.62 0.11
H -9.12 -5.17 4.32 0.10
H -6.88 -4.67 3.40 0.10
H -6.59 -2.80 1.79 0.08
H -8.55 -1.46 1.10 0.11

***

(2)
109
Properties=species:S:1:pos:R:3:lowdin_charge:R:1 method="wB97M-V/def2-TZVPD" gap_ev="5.92 / 5.92" s_squared=0.760 total_energy_ev=-123442.1012 total_charge=-2 lumo_ev="3.8 / 3.8" multiplicity=2 fmax_ha_per_bohr=0.0793
V 0.58 0.43 0.58 1.12
O -2.78 0.52 -3.11 -0.26
C -0.72 0.59 -2.14 -0.51
O 0.02 0.26 -0.98 -0.16
C -0.21 -0.02 -3.46 -0.08
C 1.12 -0.75 -3.31 -0.25
C 1.53 -1.34 -4.68 -0.10
C 2.07 -0.08 -5.41 -0.10
C 1.75 1.01 -4.39 -0.24
O 2.06 0.35 -3.15 -0.05
C 0.21 1.19 -4.32 -0.07
C -0.16 2.41 -3.51 -0.44
O -0.06 3.55 -3.88 0.10
O -0.56 2.06 -2.29 0.13
H -1.03 -0.60 -3.86 0.15
H 1.19 -1.43 -2.48 0.11
H 0.68 -1.80 -5.17 0.11
H 2.31 -2.09 -4.55 0.11
H 1.60 0.10 -6.38 0.11
H 3.15 -0.13 -5.55 0.11
H 2.31 1.94 -4.48 0.16
H -0.24 1.26 -5.31 0.16
O -1.98 0.29 -1.88 -0.16
S -2.76 -2.81 -0.19 0.88
O -3.76 -3.83 0.27 -0.56
N -1.36 -2.74 0.65 -0.23
C -0.65 -3.85 0.97 -0.30
C -1.09 -5.19 0.89 -0.04
C -0.29 -6.27 1.28 -0.11
C 0.97 -6.11 1.79 -0.10
C 1.48 -4.79 1.89 -0.18
C 2.78 -4.55 2.38 -0.04
C 3.26 -3.28 2.44 -0.07
C 2.44 -2.24 1.99 -0.19
N 1.22 -2.40 1.54 0.13
C 0.70 -3.66 1.49 -0.13
C -2.15 -3.47 -1.79 -0.32
C -3.00 -4.26 -2.55 -0.09
C -2.58 -4.77 -3.77 -0.10
C -1.30 -4.47 -4.24 -0.10
C -0.46 -3.66 -3.48 -0.08
C -0.88 -3.16 -2.26 -0.06
H -2.09 -5.38 0.55 0.08
H -0.70 -7.28 1.20 0.09
H 1.59 -6.95 2.09 0.09
H 3.39 -5.39 2.70 0.10
H 4.26 -3.06 2.81 0.09
H 2.82 -1.22 1.98 0.08
H -3.98 -4.50 -2.15 0.10
H -3.24 -5.40 -4.35 0.09
H -0.97 -4.87 -5.19 0.09
H 0.54 -3.44 -3.84 0.08
H -0.22 -2.57 -1.64 0.10
C -3.19 2.72 -0.30 -0.15
Si -2.04 2.08 1.02 0.44
C -2.31 0.25 1.36 -0.16
C -2.58 2.99 2.62 -0.19
N -0.33 2.27 0.77 -0.11
C 0.27 3.51 0.63 -0.32
C 1.65 3.68 0.37 -0.02
C 2.23 4.93 0.29 -0.09
C 1.48 6.09 0.47 -0.13
C 0.12 5.95 0.70 -0.11
C -0.48 4.70 0.77 -0.06
H -4.20 2.82 0.11 0.03
H -3.22 2.03 -1.16 0.02
H -2.86 3.70 -0.67 0.03
H -3.04 -0.17 0.67 0.02
H -2.62 0.06 2.39 0.04
H -1.41 -0.36 1.20 -0.03
H -2.85 2.27 3.40 0.01
H -3.45 3.62 2.43 0.02
H -1.79 3.63 3.02 0.01
H 2.25 2.80 0.21 0.07
H 3.29 5.01 0.07 0.08
H 1.94 7.07 0.41 0.08
H -0.50 6.84 0.81 0.09
H -1.55 4.64 0.92 0.07
C 2.79 1.09 3.59 -0.02
C 1.30 0.77 3.53 -0.62
C 0.50 2.00 3.94 -0.02
C 0.94 -0.40 4.45 -0.02
O 0.95 0.43 2.19 -0.29
H 3.01 1.59 4.54 0.09
H 3.03 1.77 2.77 0.08
H 3.40 0.19 3.51 0.08
H 0.76 2.28 4.97 0.09
H -0.57 1.80 3.89 0.07
H 0.72 2.84 3.28 0.09
H 1.09 -0.10 5.49 0.09
H 1.55 -1.27 4.23 0.07
H -0.11 -0.67 4.30 0.10
F 5.53 3.80 1.58 0.08
C 5.42 3.29 0.34 -0.21
C 4.99 2.04 0.16 0.04
N 4.90 1.45 -1.08 0.03
C 4.46 0.06 -1.19 -0.01
C 3.09 -0.24 -0.60 -0.60
O 2.65 -1.36 -0.79 0.06
O 2.52 0.73 0.07 -0.13
C 5.23 2.16 -2.22 -0.45
O 5.20 1.70 -3.35 0.08
N 5.62 3.47 -1.99 0.22
C 5.80 4.13 -0.77 -0.42
O 6.24 5.25 -0.72 0.08
H 4.69 1.43 1.00 0.14
H 5.18 -0.60 -0.71 0.14
H 4.39 -0.18 -2.25 0.12
H 5.84 4.00 -2.81 0.16

***

(3)
110
Properties=species:S:1:pos:R:3:lowdin_charge:R:1 method="wB97M-V/def2-TZVPD" gap_ev=9.14 total_energy_ev=-80049.7432 total_charge=0 lumo_ev=-1.0 multiplicity=1 fmax_ha_per_bohr=0.1182
C -9.06 -6.29 -4.54 -0.08
C -8.03 -5.79 -3.62 -0.28
N -7.19 -5.40 -2.91 0.11
H -9.96 -5.71 -4.38 0.08
H -9.16 -7.35 -4.31 0.08
H -8.74 -6.34 -5.59 0.08
C -5.43 2.72 -5.58 -0.07
C -5.81 2.23 -6.91 -0.30
N -6.09 1.84 -7.94 0.12
H -6.31 2.97 -5.00 0.08
H -4.90 3.66 -5.68 0.08
H -4.81 1.93 -5.14 0.08
C -1.13 4.24 5.55 -0.07
C -0.64 5.44 6.24 -0.30
N -0.21 6.34 6.76 0.13
H -1.68 3.59 6.23 0.09
H -0.33 3.68 5.07 0.08
H -1.65 4.64 4.68 0.08
C 0.73 -2.50 7.17 -0.07
C 0.23 -1.33 7.95 -0.27
N -0.09 -0.38 8.51 0.12
H 0.75 -3.48 7.66 0.08
H 1.75 -2.24 6.88 0.08
H 0.20 -2.61 6.22 0.07
C -7.98 1.79 3.51 -0.08
C -7.16 1.27 4.59 -0.29
N -6.46 0.88 5.44 0.12
H -7.37 2.54 3.02 0.08
H -8.81 2.30 3.99 0.08
H -8.27 1.06 2.75 0.08
C 10.06 -2.80 3.22 -0.07
C 8.71 -2.22 2.95 -0.27
N 7.63 -1.86 2.72 0.11
H 10.03 -3.89 3.21 0.08
H 10.25 -2.39 4.21 0.08
H 10.81 -2.55 2.46 0.08
C -0.36 9.67 -4.84 -0.09
C -0.80 10.81 -4.11 -0.28
N -1.22 11.76 -3.53 0.12
H 0.18 8.94 -4.24 0.09
H 0.45 9.99 -5.51 0.09
H -1.17 9.18 -5.38 0.09
C 1.92 9.40 2.94 -0.06
C 2.84 8.33 3.28 -0.32
N 3.50 7.45 3.53 0.12
H 0.98 8.87 3.14 0.09
H 2.20 9.70 1.93 0.09
H 2.03 10.20 3.67 0.08
C -6.23 10.02 -4.13 -0.08
C -6.73 8.96 -4.95 -0.30
N -7.17 8.10 -5.58 0.12
H -7.03 10.51 -3.58 0.09
H -5.69 10.72 -4.78 0.09
H -5.52 9.60 -3.42 0.09
C -0.73 -0.16 0.36 -0.06
C -2.12 0.18 0.34 -0.06
C -2.50 1.47 0.15 -0.01
C -1.51 2.49 -0.08 -0.12
C -0.16 2.13 -0.04 0.00
C 0.19 0.82 0.23 -0.09
N -1.88 3.89 -0.41 -0.28
O -3.04 4.09 -0.90 0.04
O -1.04 4.84 -0.17 0.03
H -0.43 -1.18 0.55 0.11
H -2.88 -0.59 0.40 0.11
H -3.55 1.71 0.06 0.11
H 0.63 2.84 -0.25 0.12
H 1.24 0.63 0.40 0.12
C 6.90 -9.28 -1.89 -0.09
C 5.58 -9.69 -2.03 -0.05
C 4.61 -8.66 -2.07 0.01
C 5.01 -7.33 -2.08 -0.15
C 6.33 -6.97 -1.85 -0.01
C 7.30 -7.96 -1.71 -0.06
N 4.04 -6.32 -2.51 -0.36
O 4.39 -5.17 -2.42 0.09
O 2.92 -6.62 -2.87 0.07
H 7.65 -10.05 -1.96 0.10
H 5.31 -10.73 -2.12 0.11
H 3.60 -9.03 -2.19 0.12
H 6.60 -5.94 -1.68 0.12
H 8.33 -7.63 -1.71 0.11
C 10.63 0.26 -5.03 -0.06
C 10.73 1.65 -5.25 -0.05
C 9.64 2.58 -5.11 0.00
C 8.40 2.08 -4.72 -0.10
C 8.35 0.70 -4.39 -0.03
C 9.38 -0.15 -4.60 -0.11
N 7.18 3.02 -4.54 -0.30
O 7.37 4.24 -4.66 0.05
O 6.06 2.54 -4.24 0.05
H 11.44 -0.45 -5.10 0.11
H 11.68 2.04 -5.58 0.10
H 9.86 3.63 -5.23 0.11
H 7.37 0.27 -4.25 0.12
H 9.14 -1.18 -4.40 0.11
C -6.97 -6.63 3.48 -0.07
C -6.51 -7.82 4.02 -0.07
C -5.83 -7.88 5.24 0.00
C -5.54 -6.68 5.91 -0.13
C -5.82 -5.49 5.20 -0.01
C -6.61 -5.41 4.07 -0.07
N -5.02 -6.65 7.26 -0.32
O -4.68 -5.59 7.81 0.06
O -4.71 -7.73 7.80 0.05
H -7.62 -6.72 2.63 0.11
H -6.77 -8.77 3.56 0.10
H -5.56 -8.86 5.61 0.12
H -5.59 -4.49 5.53 0.12
H -6.90 -4.50 3.56 0.11

***

(4)
107
Properties=species:S:1:pos:R:3:lowdin_charge:R:1 method="wB97M-V/def2-TZVPD" gap_ev="6.09 / 6.07" s_squared=6.013 total_energy_ev=-236962.8911 total_charge=-1 lumo_ev="2.0 / 2.0" multiplicity=5 relative_energy_kj_mol=0.0 fmax_ha_per_bohr=0.0156
Cr 0.36 -0.36 0.13 0.71
O 5.20 -0.60 2.44 0.04
C 4.40 -0.35 3.48 -0.27
C 4.99 0.00 4.69 -0.02
C 4.21 0.25 5.81 -0.10
C 2.82 0.15 5.74 -0.09
C 2.23 -0.18 4.53 -0.02
C 3.00 -0.42 3.39 -0.06
C 2.29 -0.67 2.11 -0.44
O 1.06 -0.36 2.03 -0.19
N 3.01 -1.21 1.14 0.00
N 2.23 -1.37 -0.03 -0.13
C 2.86 -2.03 -0.93 -0.87
S 2.17 -2.52 -2.46 0.98
C 3.79 -2.64 -3.24 -0.52
C 4.69 -3.37 -2.26 -0.53
S 4.51 -2.57 -0.64 0.96
H 4.63 -0.88 1.68 0.04
H 6.07 0.07 4.73 0.11
H 4.69 0.52 6.74 0.10
H 2.21 0.32 6.62 0.09
H 1.15 -0.25 4.44 0.09
H 4.14 -1.64 -3.44 0.08
H 3.66 -3.19 -4.18 0.08
H 5.74 -3.30 -2.55 0.07
H 4.40 -4.42 -2.17 0.07
C -4.74 0.76 6.03 -0.24
Ge -3.42 0.86 4.59 0.73
C -4.34 0.79 2.89 -0.22
C -2.46 2.56 4.67 -0.21
C -2.13 -0.58 4.86 -0.60
Se -1.51 -1.45 3.22 0.92
C -3.08 -2.59 3.04 -0.39
H -5.43 1.61 5.98 0.01
H -4.26 0.76 7.01 0.01
H -5.32 -0.16 5.93 0.01
H -4.93 1.71 2.76 0.03
H -5.00 -0.07 2.81 0.01
H -3.60 0.76 2.08 -0.01
H -3.16 3.39 4.53 0.02
H -1.73 2.58 3.86 0.01
H -1.94 2.69 5.63 0.02
H -2.51 -1.34 5.53 0.01
H -1.23 -0.15 5.31 0.00
H -3.31 -3.05 4.00 0.02
H -2.85 -3.37 2.32 0.00
H -3.93 -2.02 2.69 0.00
O -1.17 -1.57 -3.18 0.01
C -0.37 -0.64 -3.09 -0.60
N 0.10 0.05 -4.20 0.15
C 0.75 1.28 -3.78 -0.27
C 1.00 0.91 -2.30 -0.46
O 1.79 1.50 -1.58 0.08
N 0.20 -0.14 -1.95 0.06
C 2.04 1.58 -4.52 -0.15
C 2.52 0.73 -5.51 -0.04
C 3.69 1.03 -6.19 -0.10
C 4.40 2.18 -5.89 -0.11
C 3.93 3.03 -4.89 -0.08
C 2.76 2.73 -4.21 -0.01
C -0.25 2.46 -3.84 -0.13
C -0.62 2.95 -5.09 -0.04
C -1.58 3.94 -5.20 -0.09
C -2.18 4.46 -4.06 -0.10
C -1.81 3.98 -2.81 -0.06
C -0.84 2.98 -2.69 0.01
H -0.45 0.01 -5.04 0.15
H 1.97 -0.18 -5.73 0.10
H 4.05 0.36 -6.96 0.09
H 5.31 2.42 -6.43 0.09
H 4.49 3.92 -4.63 0.10
H 2.39 3.39 -3.43 0.12
H -0.14 2.55 -5.98 0.12
H -1.87 4.31 -6.18 0.09
H -2.94 5.23 -4.14 0.10
H -2.27 4.36 -1.90 0.10
H -0.57 2.62 -1.70 0.10
C -3.05 0.27 -0.72 -0.04
C -2.30 1.33 0.03 -0.41
C -2.78 2.55 0.44 -0.13
C -1.71 3.21 1.10 -0.11
C -0.63 2.35 1.07 -0.38
C 0.76 2.62 1.59 -0.05
N -0.98 1.19 0.40 -0.03
H -3.71 0.73 -1.46 0.08
H -3.69 -0.33 -0.05 0.06
H -2.38 -0.41 -1.24 0.03
H -3.79 2.92 0.29 0.09
H -1.72 4.20 1.56 0.09
H 0.87 3.70 1.75 0.07
H 1.52 2.31 0.87 0.06
H 0.96 2.11 2.53 0.06
N -3.40 -4.01 -2.32 0.19
C -2.92 -4.88 -1.40 -0.51
O -3.43 -5.96 -1.15 0.04
C -1.69 -4.41 -0.67 -0.12
C -0.67 -5.30 -0.40 0.00
C 0.38 -4.88 0.38 -0.03
C 0.38 -3.59 0.88 -0.14
N -0.58 -2.71 0.60 0.02
C -1.59 -3.12 -0.16 -0.08
H -4.20 -4.30 -2.86 0.11
H -2.86 -3.20 -2.61 0.09
H -0.74 -6.31 -0.78 0.12
H 1.20 -5.56 0.64 0.11
H 1.16 -3.24 1.55 0.11
H -2.39 -2.40 -0.32 0.11